*1*
# C18H24N2O2

An isolated molecule of C18H24N2O2 (the ωB97M-V functional and the def2-TZVPD basis, OMol25).

XYZ file:
```
46
Properties=species:S:1:pos:R:3:mulliken_charge:R:1
C -4.2417 -0.6558 -2.8980 -1.621
C -3.7082 -0.0913 -1.6175 0.906
C -2.4484 0.4655 -1.5717 -0.985
C -1.9230 1.0021 -0.3918 0.783
C -0.6268 1.5939 -0.3036 -0.206
C -0.1482 2.1042 0.8533 0.238
C 1.2218 2.6947 0.9764 -1.175
C 2.1987 1.6710 1.5818 -1.069
N 2.2782 0.4704 0.7846 0.001
C 3.2540 0.2634 -0.1311 0.403
O 4.1836 1.0292 -0.2777 -0.674
C 3.0973 -1.0222 -0.9260 -0.881
C 3.8957 -2.1870 -0.3103 0.658
C 3.4560 -2.4659 1.1252 -1.445
C 5.3940 -1.9062 -0.3706 -1.404
C -0.9468 2.0494 2.0766 0.497
O -0.5868 2.4565 3.1679 -0.721
N -2.1938 1.4801 1.9302 -0.086
C -2.7097 0.9633 0.7725 -0.401
C -3.9843 0.4010 0.7269 -0.777
C -4.4906 -0.1225 -0.4464 1.183
C -5.8626 -0.7188 -0.4716 -1.810
H -4.4820 -1.7122 -2.7828 0.333
H -5.1540 -0.1395 -3.1947 0.334
H -3.5118 -0.5525 -3.6964 0.376
H -1.8414 0.4963 -2.4653 0.388
H -0.0234 1.6324 -1.2010 0.442
H 1.5907 3.0039 -0.0021 0.397
H 1.1831 3.5564 1.6436 0.429
H 1.8761 1.4144 2.5935 0.515
H 3.2014 2.1017 1.6124 0.365
H 1.4874 -0.1523 0.8154 0.304
H 3.4746 -0.8365 -1.9329 0.392
H 2.0419 -1.2961 -0.9908 0.347
H 3.6836 -3.0786 -0.9136 0.331
H 2.3856 -2.6585 1.1746 0.331
H 3.9749 -3.3405 1.5113 0.445
H 3.6890 -1.6204 1.7680 0.272
H 5.7222 -1.8045 -1.4023 0.353
H 5.9517 -2.7183 0.0905 0.407
H 5.6275 -0.9816 0.1503 0.287
H -2.7627 1.4508 2.7684 0.192
H -4.5807 0.3791 1.6283 0.295
H -6.4942 -0.1934 -1.1870 0.347
H -5.8201 -1.7641 -0.7754 0.345
H -6.3278 -0.6614 0.5087 0.358
```

Computed properties:
Structure (SMILES): Cc1cc2cc(CCNC(=O)CC(C)C)c(=O)[nH]c2cc1C

---

*2*
# C18H24N2O2

An isolated molecule of C18H24N2O2 (the ωB97M-V functional and the def2-TZVPD basis, OMol25).

XYZ file:
```
46
Properties=species:S:1:pos:R:3:mulliken_charge:R:1
C -0.5258 -2.3114 0.2918 -1.504
C -1.6517 -1.8431 -0.6241 -0.803
N -2.5561 -0.9124 0.0349 0.642
C -3.1504 -1.4124 1.2634 -0.877
C -3.9288 -2.7304 1.1610 -1.373
C -3.5300 -0.3146 -0.8659 -1.053
C -3.7870 1.1540 -0.5004 -0.522
C -2.7284 2.1056 -1.0795 -1.175
N -1.3759 1.6432 -0.9236 -0.002
C -0.6452 1.6072 0.1825 1.133
C -1.1816 2.1637 1.4543 -1.895
C 0.6239 1.0396 0.1171 -0.698
C 1.1510 0.4195 -1.0818 1.160
O 0.6003 0.3295 -2.1784 -0.870
C 2.4927 -0.1040 -0.7331 0.216
C 3.4103 -0.7882 -1.5040 -0.369
C 4.6104 -1.1667 -0.9119 -0.551
C 4.8769 -0.8651 0.4141 -0.469
C 3.9517 -0.1759 1.1915 -0.406
C 2.7610 0.1995 0.6056 0.065
C 1.6000 0.9308 1.1924 0.219
O 1.5299 1.3349 2.3404 -0.746
H -0.1006 -1.4652 0.8247 0.249
H -0.8725 -3.0436 1.0164 0.412
H 0.2578 -2.7698 -0.3067 0.376
H -1.2046 -1.3092 -1.4665 0.599
H -2.1813 -2.7212 -1.0322 0.492
H -3.8271 -0.6392 1.6370 0.491
H -2.3488 -1.5274 1.9968 0.467
H -4.7118 -2.6661 0.4083 0.266
H -3.2703 -3.5555 0.9036 0.266
H -4.3938 -2.9495 2.1189 0.451
H -4.4872 -0.8568 -0.8504 0.362
H -3.1487 -0.3653 -1.8879 0.597
H -4.7596 1.4636 -0.8862 0.480
H -3.8133 1.2483 0.5840 0.189
H -2.8432 3.0912 -0.6153 0.348
H -2.9004 2.2180 -2.1526 0.449
H -0.9399 1.1699 -1.7192 0.462
H -0.3722 2.3295 2.1590 0.532
H -1.8680 1.4389 1.8895 0.230
H -1.7217 3.0922 1.2830 0.377
H 3.1956 -1.0190 -2.5365 0.500
H 5.3458 -1.7031 -1.4939 0.395
H 5.8172 -1.1701 0.8500 0.391
H 4.1518 0.0623 2.2251 0.495
```

Computed properties:
Structure (SMILES): CCN(CC)CCCNC(C)=C1C(=O)c2ccccc2C1=O

---

Stability check: which of them is most stable? *1*.

---

*1*
# C17H27N2O7

A cluster of 2 separate species, C17H27N2O7 in total (the ωB97M-V functional and the def2-TZVPD basis, OMol25).

XYZ file:
```
53
Properties=species:S:1:pos:R:3:mulliken_charge:R:1
C 3.7223 -0.7400 -2.5284 -1.077
C 3.4537 -0.4243 -1.0861 0.482
C 3.6253 -1.4604 -0.0873 0.403
C 3.3916 -1.1081 1.3263 -0.400
C 3.7797 -2.2184 2.3042 -0.648
C 3.2872 -3.5291 1.7552 -0.347
O 3.9209 -3.8037 0.4721 -0.389
C 4.0304 -2.8215 -0.4554 0.211
O 4.4817 -3.1458 -1.5597 -0.765
O 3.0860 0.7203 -0.7571 -0.754
H 4.0099 -1.7915 -2.6319 0.325
H 2.8262 -0.5181 -3.1149 0.255
H 4.5267 -0.0926 -2.8910 0.221
H 3.9600 -0.2034 1.5775 0.196
H 2.3213 -0.8802 1.4659 0.151
H 4.8703 -2.2277 2.4303 0.293
H 3.3213 -2.0293 3.2777 0.334
H 3.5661 -4.3762 2.3890 0.300
H 2.1965 -3.4923 1.6197 0.211
C -0.9478 5.4299 -1.3945 -1.650
C 0.0757 4.4725 -0.8189 1.752
C 0.9517 3.8973 -1.9189 -1.531
C 0.9360 5.1715 0.2232 -1.671
O -0.5863 3.3861 -0.0567 -0.423
C -1.3625 2.5278 -0.7487 0.650
N -1.6592 1.4342 0.1691 -0.056
N -2.2600 0.4753 -0.3680 -0.069
C -3.2080 -0.2358 0.4649 0.620
O -3.7334 0.1623 1.4814 -0.529
O -3.4319 -1.4075 -0.1734 -0.405
C -4.0150 -2.5144 0.6181 1.683
C -5.4300 -2.1860 1.0367 -1.560
C -3.1622 -2.8037 1.8392 -1.631
C -3.9926 -3.6959 -0.3402 -1.654
O -1.7677 2.6553 -1.8835 -0.537
H -1.5737 5.8481 -0.5961 0.381
H -0.4470 6.2654 -1.9011 0.409
H -1.5788 4.9024 -2.1174 0.355
H 1.6646 3.1683 -1.5107 0.393
H 0.3209 3.4089 -2.6696 0.363
H 1.5176 4.7015 -2.4056 0.422
H 1.6648 4.4650 0.6397 0.378
H 1.4837 6.0161 -0.2117 0.400
H 0.3144 5.5487 1.0444 0.395
H -6.0546 -1.9976 0.1544 0.372
H -5.8645 -3.0298 1.5895 0.404
H -5.4204 -1.2985 1.6779 0.346
H -2.1295 -3.0261 1.5406 0.405
H -3.1729 -1.9407 2.5146 0.377
H -3.5574 -3.6736 2.3779 0.435
H -2.9667 -3.8994 -0.6688 0.398
H -4.3861 -4.6017 0.1347 0.395
H -4.5983 -3.4836 -1.2285 0.383
```

Computed properties:
Total charge: -1

---

*2*
# C17H27N2O7

A cluster of 2 separate species, C17H27N2O7 in total (the ωB97M-V functional and the def2-TZVPD basis, OMol25).

XYZ file:
```
53
Properties=species:S:1:pos:R:3:mulliken_charge:R:1
C 2.6173 1.1630 1.7907 -1.517
C 1.7934 -0.0824 1.7248 0.708
C 0.3566 -0.0018 1.9213 0.665
C -0.4221 -1.2486 1.9200 -0.184
C -1.7856 -1.0288 1.2726 -0.849
C -2.4822 0.0692 2.0275 -0.395
O -1.7029 1.3016 2.0059 -0.402
C -0.3511 1.2879 1.8802 0.396
O 0.2148 2.3699 1.7198 -0.753
O 2.3247 -1.1947 1.4951 -0.780
H 2.0146 2.0222 1.4740 0.389
H 2.9303 1.3255 2.8319 0.245
H 3.5024 1.0197 1.1626 0.401
H 0.1492 -2.0111 1.3802 0.246
H -0.5344 -1.5902 2.9612 -0.114
H -1.6334 -0.7537 0.2202 0.337
H -2.3660 -1.9534 1.2987 0.383
H -3.4489 0.3257 1.5761 0.306
H -2.6387 -0.1899 3.0823 0.234
C 4.9053 -3.8431 4.6027 -1.633
C 4.1838 -3.4227 3.3378 1.782
C 4.9103 -2.2271 2.7614 -1.510
C 4.0901 -4.5354 2.3010 -1.710
O 2.7700 -3.0935 3.6016 -0.296
C 2.4971 -2.1072 4.4697 0.505
N 1.1963 -1.5756 4.1491 0.389
N 0.6943 -0.8501 5.0311 -0.470
C 0.2762 -1.5423 6.2167 0.615
O 0.2841 -2.7525 6.3674 -0.640
O -0.1146 -0.5982 7.0923 -0.415
C -0.9633 -1.0438 8.2160 1.730
C -0.2352 -2.0998 9.0196 -1.539
C -2.2789 -1.5878 7.6777 -1.628
C -1.2055 0.2110 9.0398 -1.700
O 3.1892 -1.7023 5.3878 -0.612
H 4.5268 -4.7984 4.9819 0.342
H 5.9793 -3.9515 4.4076 0.410
H 4.7715 -3.0633 5.3616 0.362
H 4.2652 -1.6901 2.0540 0.270
H 5.2092 -1.5581 3.5765 0.353
H 5.8148 -2.5588 2.2349 0.488
H 3.4320 -4.2169 1.4817 0.360
H 5.0756 -4.7698 1.8811 0.389
H 3.6905 -5.4541 2.7476 0.359
H 0.6945 -1.6822 9.4251 0.364
H -0.8670 -2.4543 9.8385 0.433
H 0.0128 -2.9416 8.3661 0.350
H -2.7720 -0.8460 7.0343 0.352
H -2.0941 -2.5063 7.1035 0.343
H -2.9559 -1.8285 8.5083 0.465
H -1.5346 1.0463 8.4110 0.401
H -1.9831 0.0217 9.7873 0.392
H -0.2936 0.5096 9.5669 0.380
```

Computed properties:
Total charge: -1

---

Stability check: which of them is most stable? *1*.

---

*1*
# C6H15N5

A cluster of 2 separate species, C6H15N5 in total (the ωB97M-V functional and the def2-TZVPD basis, OMol25).

XYZ file:
```
26
Properties=species:S:1:pos:R:3:mulliken_charge:R:1
C -2.8593 -3.1651 -0.0080 0.609
C -0.9721 -1.7896 0.7106 0.352
C -4.0416 -2.3207 -0.4158 -1.058
C 1.9365 2.3148 1.3503 -1.260
C 3.2734 1.9347 -0.9377 -1.299
C 2.2943 1.3242 0.1839 0.474
N 0.1534 1.6654 -0.9347 -0.133
N -1.8096 -2.6020 0.4631 -0.138
N -3.0217 -4.4193 0.1178 -0.293
N -0.2604 -0.8281 0.8286 -0.400
N 1.2242 1.0475 -0.6866 -0.072
H -3.6187 -1.3950 -0.6020 0.318
H -4.3677 -2.7202 -1.3601 0.387
H -4.8354 -2.2551 0.2702 0.351
H 1.9445 1.7765 2.3370 0.310
H 2.7920 3.1218 1.2935 0.343
H 1.0939 2.8253 1.0815 0.478
H 3.2785 1.2193 -1.7831 0.373
H 4.2008 1.9897 -0.5067 0.410
H 2.8246 3.0060 -1.0340 0.391
H 2.8917 0.3773 0.5521 0.425
H -0.2693 2.3860 -0.3581 0.256
H -3.8748 -4.8887 -0.2684 0.294
H -2.4225 -5.1131 0.6453 0.289
H 0.6307 -0.8935 1.2557 0.287
H -0.2404 1.3123 -1.8319 0.307
```

Computed properties:
Total charge: +2

---

*2*
# C6H15N5

A cluster of 2 separate species, C6H15N5 in total (the ωB97M-V functional and the def2-TZVPD basis, OMol25).

XYZ file:
```
26
Properties=species:S:1:pos:R:3:mulliken_charge:R:1
C -0.7863 -0.1687 2.4075 -0.142
C 1.0727 0.5987 0.8665 0.665
C 0.5359 0.7022 2.2948 -0.858
C -0.5791 -1.0938 0.2472 0.404
C 2.4560 1.4826 -1.0042 -0.947
C -0.9336 -2.5625 -1.8807 -0.892
N -1.2741 -0.8830 1.4396 -0.452
N 0.4866 -0.2448 0.0133 0.098
N -1.9321 1.0862 -0.8398 -0.582
N 1.9107 1.4699 0.3755 -0.106
N -1.0996 -2.0511 -0.4922 -0.162
H -1.2986 -0.0823 3.3007 0.503
H 0.1965 1.6716 2.4756 0.445
H 1.0685 0.3891 3.1163 0.455
H 1.7134 1.9507 -1.5775 0.414
H 2.7020 0.4733 -1.4058 0.365
H 3.3897 2.1200 -0.8918 0.333
H -1.6953 -2.0051 -2.4201 0.348
H 0.0731 -2.5669 -2.1400 0.383
H -1.1256 -3.6687 -1.8934 0.325
H 0.9192 -0.4589 -0.9296 0.125
H -1.3080 1.7897 -1.1075 0.194
H -2.9086 1.3971 -1.1539 0.281
H 2.2331 2.1029 1.0706 0.293
H -1.8366 -2.5113 -0.0191 0.309
H -1.9798 1.0634 0.1477 0.203
```

Computed properties:
Total charge: +2

---

Stability check: which of them is most stable? *2*.

---

*1*
# C4H5NOS

An isolated molecule of C4H5NOS (the ωB97M-V functional and the def2-TZVPD basis, OMol25).

XYZ file:
```
12
Properties=species:S:1:pos:R:3:mulliken_charge:R:1
C 0.2086 1.0673 0.3563 -0.449
C -0.9666 1.7734 0.1768 -0.500
C 0.0214 -0.2990 -0.0883 0.712
C 1.2174 -1.1350 0.1009 -1.194
N -1.1385 -0.6489 -0.5214 0.371
O -1.6671 -1.7411 -1.0695 -0.689
S -2.2427 0.7758 -0.5363 -0.014
H 1.0390 1.5273 0.7993 0.323
H -0.9969 2.7665 0.2626 0.486
H 1.9316 -0.5275 0.5139 0.362
H 1.0066 -1.9418 0.8100 0.289
H 1.5872 -1.6170 -0.8043 0.304
```

---

*2*
# C4H5NOS

A structure of composition C4H5NOS (the ωB97M-V functional and the def2-TZVPD basis, OMol25).

XYZ file:
```
12
Properties=species:S:1:pos:R:3:mulliken_charge:R:1
C 0.3917 0.3720 1.5246 -0.074
C 0.6814 -0.1343 -1.5410 -0.247
C -0.4685 0.9296 0.4402 -0.662
C -0.1059 -0.3610 -0.2824 0.950
N 0.7108 -0.7068 0.8895 -0.717
O 1.7145 0.5482 -1.5531 -0.479
S -1.4230 -1.6442 -0.5088 -0.273
H 0.4998 0.7547 2.4719 0.429
H 0.2624 -0.5482 -2.4803 0.339
H -1.4298 1.3591 0.7097 0.327
H -0.0276 1.8219 -0.1256 0.226
H -0.8058 -2.3911 0.4553 0.182
```

---

Stability check: which of them is most stable? *2*.

---

*1*
# C3HO2S3

A cluster of 2 separate species, C3HO2S3 in total (the ωB97M-V functional and the def2-TZVPD basis, OMol25).

XYZ file:
```
9
Properties=species:S:1:pos:R:3:mulliken_charge:R:1
C 0.4582 2.4495 1.5801 -0.197
C -2.3542 -0.3894 2.4480 0.696
C 0.4414 0.9576 0.9010 0.173
O -2.3705 -1.3134 3.1523 -0.425
O -2.4429 0.5738 1.8349 -0.309
S -0.7993 3.2056 2.2573 -0.304
S 0.5664 -0.4550 1.7619 -0.445
S 1.0806 0.9642 -0.6952 -0.271
H 2.3065 0.5518 -0.5207 0.082
```

Computed properties:
Total charge: -1

---

*2*
# C3HO2S3

A cluster of 2 separate species, C3HO2S3 in total (the ωB97M-V functional and the def2-TZVPD basis, OMol25).

XYZ file:
```
9
Properties=species:S:1:pos:R:3:mulliken_charge:R:1
C -0.6826 1.6243 0.2638 -0.202
C 0.1933 -1.1329 -2.0378 0.681
C -0.1848 0.1160 0.8215 0.168
O -0.8830 -1.0229 -2.4774 -0.363
O 1.2806 -1.0538 -1.6833 -0.353
S 0.0645 2.5478 -0.7282 -0.374
S -1.2103 -1.0934 0.6960 -0.417
S 1.1118 0.2158 2.0602 -0.243
H 0.3105 -0.2009 3.0852 0.104
```

Computed properties:
Total charge: -1

---

Stability check: which of them is most stable? *1*.

---

*1*
# C5H7N3

An isolated molecule of C5H7N3 (the ωB97M-V functional and the def2-TZVPD basis, OMol25).

XYZ file:
```
15
Properties=species:S:1:pos:R:3:mulliken_charge:R:1
C 0.9741 1.3489 -1.7628 -0.178
C 0.3062 0.0859 -1.8613 -0.890
C 0.0152 -0.2196 -0.5353 0.128
N 0.4996 0.7802 0.2324 1.143
N 1.1224 1.7103 -0.5040 -1.077
N 0.1163 0.7318 1.5451 -0.657
C -0.7679 -0.5206 1.6049 -0.434
C -0.6941 -1.2223 0.2007 -0.298
H 1.3886 2.0227 -2.4390 0.522
H -0.0370 -0.4290 -2.7508 0.352
H 1.0113 0.5011 1.9880 0.288
H -1.7655 -0.1048 1.8374 0.277
H -0.3887 -1.1358 2.4218 0.312
H -1.6732 -1.3372 -0.1347 0.280
H -0.1075 -2.2115 0.1576 0.233
```

Computed properties:
Structure (SMILES): c1cc2n(n1)NCC2

---

*2*
# C5H7N3

An isolated molecule of C5H7N3 (the ωB97M-V functional and the def2-TZVPD basis, OMol25).

XYZ file:
```
15
Properties=species:S:1:pos:R:3:mulliken_charge:R:1
H -1.9914 -1.4345 -0.5615 0.340
N -2.8456 -1.0009 -0.2198 -0.635
C -2.6434 0.2572 0.1246 0.054
N -1.3603 0.7551 0.2405 -0.239
C -0.0753 0.1648 0.0536 0.615
N 0.2437 -1.1542 0.0438 -0.582
C 1.7706 -1.0892 0.1327 -0.405
C 2.1401 0.3337 -0.0461 -0.477
C 1.0732 1.1326 -0.1748 -0.434
H -3.5548 0.8470 0.5919 0.286
H -1.1336 1.8602 -0.1918 0.258
H 2.1184 -1.8702 -0.6384 0.290
H 2.1085 -1.4333 1.1098 0.259
H 3.1723 0.4502 0.0916 0.426
H 0.9776 2.1814 -0.5563 0.243
```

Computed properties:
Structure (SMILES): [H]/N=C\NC1=NCC=C1

---

Stability check: which of them is most stable? *1*.